Entry 1:
Here is a molecular structure, C16H26CaN4O9 from OMol25. Energies are from wB97M-V/def2-TZVPD.

Properties
Maximum force (hartree/bohr): 0.01677
HOMO-LUMO gap (eV): 6.97
LUMO (Eh): 0.1742
Energy above the lowest of the compared OMol25 structures with the same formula, charge and spin (kJ/mol): 16.90
Calculated total energy (eV): -59848.50603

Structure (ORCA input):
```
! wB97M-V def2-TZVPD RIJCOSX def2/J DEFGRID3
* xyz -2 1
H -1.41 -3.06 -0.92
H 1.70 -1.69 1.04
C -1.60 1.35 3.27
H -1.97 -0.48 -2.25
H -0.33 0.20 4.63
O -0.76 -1.98 3.71
N 0.83 -1.99 -2.12
H 3.07 -0.01 -1.87
C 0.77 1.17 3.02
H -2.88 -1.08 -0.99
H -0.27 -3.44 -3.21
C -0.13 3.36 3.44
H 0.25 0.77 -2.29
H -2.41 -3.00 -2.37
O 0.23 1.78 1.82
C 1.00 2.41 3.91
C -0.88 2.46 2.46
O -2.81 0.45 1.39
H -0.65 -1.74 -3.54
H 1.80 -3.86 -1.99
H 1.99 2.84 3.74
H 1.65 0.60 2.76
C 1.47 -3.02 -1.33
C 1.72 -1.27 -3.02
H 2.61 -1.88 -3.24
O -3.87 0.69 3.36
H 1.21 -1.11 -3.96
C -1.64 2.81 -2.25
H 2.45 0.70 -3.36
O -1.26 2.22 -1.17
C -0.47 -1.07 2.94
C -0.42 0.35 3.56
C 2.68 -2.54 -0.53
H 3.05 -3.40 0.04
N 2.44 -1.44 0.39
O -0.16 -1.17 1.71
C -0.40 -2.44 -2.75
C 2.17 0.10 -2.48
Ca -0.87 0.45 0.15
H -1.93 1.77 4.22
N 1.11 0.73 -1.70
H -1.47 2.95 1.69
H 1.34 1.70 -1.53
C -2.88 0.77 2.62
H 0.73 -3.43 -0.63
H 0.93 2.15 4.97
H 0.28 4.22 2.91
O -1.94 3.99 -2.36
O -1.20 0.72 -3.44
N -1.98 -1.12 -1.45
H -0.77 3.72 4.25
H 2.05 -0.66 -0.13
H 3.48 -2.26 -1.21
C -1.61 -2.48 -1.82
C -1.76 1.87 -3.54
O -2.29 2.33 -4.55
*
```

=====

Entry 2:
Here is a molecular structure, C37H37CdN10S2 from OMol25. Energies are from wB97M-V/def2-TZVPD.

Properties
Maximum force (hartree/bohr): 0.00252
HOMO-LUMO gap (eV): 7.01
LUMO (Eh): 0.0903
Energy above the lowest of the compared OMol25 structures with the same formula, charge and spin (kJ/mol): 0.00
Calculated total energy (eV): -80109.53317

Structure (ORCA input):
```
! wB97M-V def2-TZVPD RIJCOSX def2/J DEFGRID3
* xyz -1 1
H 1.65 1.06 2.61
C 2.09 -0.73 -4.43
C -0.27 -2.41 -0.01
H 2.52 0.10 -4.99
C -0.21 2.89 1.12
H 3.77 -1.84 -6.35
C -2.04 1.52 4.76
C -1.21 3.31 3.40
N -3.28 -1.75 2.14
H 2.30 1.51 5.55
S 0.87 -2.77 4.49
C -0.03 1.51 -4.75
N 0.50 0.89 -3.67
H 4.77 -1.85 -4.90
S -3.70 0.14 0.07
C -2.16 -5.03 1.95
H 3.89 0.09 2.40
C -1.64 3.64 -0.60
C -1.12 1.05 2.59
C -2.21 -2.98 -1.25
H -3.14 5.54 -2.28
C -1.71 0.60 3.77
H 4.19 0.31 4.13
C 1.64 1.16 4.75
C 0.42 2.94 -3.15
H 2.44 1.10 -0.05
C 0.35 -1.45 -2.85
H -2.52 1.17 5.68
C 0.98 -0.46 -3.64
C 2.65 -2.00 -4.51
N -2.59 2.28 -2.37
N 1.22 -0.21 5.02
C -0.86 2.40 2.40
C -3.34 2.47 -3.46
H 0.02 3.95 1.22
C -0.59 -3.34 0.96
N 2.77 -1.15 3.61
C -1.74 -4.12 0.83
C 2.19 -2.14 0.09
Cd -1.48 0.68 -1.22
C 2.36 1.23 3.42
H 2.42 -4.01 -3.80
C -3.42 -0.99 1.28
C -3.68 3.82 -3.60
H -3.61 1.65 -4.10
C 3.41 0.13 3.38
H 0.32 -0.35 5.45
H 4.12 -1.08 -0.03
H 0.75 1.79 4.74
C -0.10 2.85 -4.45
N -1.03 2.65 -0.06
H 2.99 -1.94 3.03
H 0.73 2.36 0.97
H -0.87 0.33 1.82
H 0.52 3.82 -2.53
H 0.03 -3.42 1.84
H 4.03 -3.34 -5.47
H -4.28 4.25 -4.39
H -0.52 3.64 -5.05
C 0.93 -2.74 -2.97
H -2.74 -4.45 2.67
H -2.78 -5.85 1.58
H 2.82 2.21 3.29
H -3.45 -4.50 -0.39
N 0.92 -0.31 0.09
H -1.02 4.37 3.25
N 0.80 1.76 -2.68
C 2.19 0.06 0.03
C 3.87 -2.27 -5.35
H 2.37 -3.20 0.07
C 1.66 -1.30 4.36
C 3.04 -1.06 0.04
H -1.53 4.64 -0.18
H -2.06 3.58 5.34
C -1.07 -2.20 -1.14
H -1.30 -5.45 2.47
C -1.79 2.87 4.58
H 0.48 -3.55 -2.41
C -3.09 4.49 -2.52
H -0.32 0.95 -5.62
H -2.85 -2.82 -2.11
C 2.03 -2.99 -3.76
N 0.93 -1.65 0.13
C -2.53 -3.92 -0.29
C -2.43 3.50 -1.78
H -1.92 -0.45 3.88
N -0.74 -1.20 -2.09
*
```

=====

Entry 3:
Here is 2 unconnected molecules or ions with the total composition C4H5N3O2S at a distorted geometry from OMol25. Energies are from wB97M-V/def2-TZVPD.

Properties
Maximum force (hartree/bohr): 0.08158
HOMO-LUMO gap (eV): 7.80
LUMO (Eh): 0.0033
Energy above the lowest of the compared OMol25 structures with the same formula, charge and spin (kJ/mol): 322.80
Calculated total energy (eV): -23625.79912

Structure (ORCA input):
```
! wB97M-V def2-TZVPD RIJCOSX def2/J DEFGRID3
* xyz 0 1
C -0.63 0.60 -0.70
H 1.53 2.03 -0.42
C -1.47 -3.00 1.35
H 0.59 2.44 1.05
C 1.11 1.64 0.51
H -2.45 -1.28 -0.41
N -1.45 -1.43 -0.54
O 0.18 0.56 0.25
C -0.86 -2.14 0.43
O -1.06 1.25 -1.57
S -0.26 -3.86 2.17
H -2.52 -3.19 1.49
N 0.50 -2.22 0.51
H 1.89 1.21 1.13
N 0.93 -3.03 1.36
*
```